{
  "formula": "C4H12NOSi",
  "method": "the ωB97M-V functional and the def2-TZVPD basis",
  "species": ["C", "C", "C", "C", "N", "O", "Si", "H", "H", "H", "H", "H", "H", "H", "H", "H", "H", "H", "H"],
  "positions_angstrom": [[-1.677, -1.198, -0.151], [2.059, -0.617, 0.811], [-1.447, 0.066, 0.595], [1.452, -0.021, -0.452], [-0.308, 1.500, -1.770], [-0.211, 2.674, -0.761], [0.054, 1.209, -0.009], [-1.543, -1.215, -1.242], [-0.920, -1.884, 0.321], [-2.666, -1.689, 0.143], [2.303, 0.216, 1.502], [1.382, -1.182, 1.375], [2.775, -1.458, 0.546], [-1.482, -0.199, 1.624], [-2.111, 0.842, 0.438], [0.818, -0.687, -1.111], [2.284, 0.353, -0.826], [-1.209, 1.419, -2.290], [0.448, 1.872, 1.257]],
  "forces_ev_per_angstrom": [[-0.3, -2.2, 0.8], [0.1, -1.1, -0.5], [2.3, 0.6, -0.8], [-4.0, -1.6, 2.7], [-0.2, -0.4, -1.0], [-0.9, 0.1, -0.8], [0.0, -1.2, -0.7], [-0.1, 0.2, 0.4], [-0.5, 0.1, -0.9], [0.8, 0.6, -0.7], [0.9, -0.6, -0.5], [-1.7, -0.8, 1.0], [0.3, 1.5, 0.6], [0.3, 0.2, 1.2], [-2.3, 1.4, -0.4], [1.4, 0.3, 0.5], [3.2, 2.1, -3.2], [0.3, 0.9, 1.1], [0.4, 0.0, 1.1]],
  "de_lowest_ev": 2.852,
  "charge": -1,
  "lumo_energy_ev": 4.09,
  "homo_ev": -3.15
}

{
  "formula": "C3H3FO",
  "method": "the ωB97M-V functional and the def2-TZVPD basis",
  "species": ["C", "C", "F", "C", "O", "H", "H", "H"],
  "positions_angstrom": [[-0.009, -0.416, 1.158], [0.322, 0.398, 0.189], [1.212, 1.400, 0.056], [-0.248, 0.097, -1.177], [-0.564, -1.025, -1.466], [0.355, -0.181, 2.148], [-0.728, -1.270, 0.988], [-0.341, 0.997, -1.895]],
  "forces_ev_per_angstrom": [[-0.3, -0.1, 1.5], [-0.5, -0.7, -3.1], [-0.2, 0.0, 1.3], [0.1, 0.6, -0.3], [-0.3, 0.3, -0.5], [0.0, -0.4, 0.2], [1.0, 1.3, 0.1], [0.1, -1.1, 0.7]],
  "de_lowest_ev": 0.387,
  "lumo_energy_ev": 0.28,
  "homo_ev": -10.24
}

{
  "formula": "C2H4O2S",
  "method": "the ωB97M-V functional and the def2-TZVPD basis",
  "species": ["C", "C", "O", "O", "S", "H", "H", "H", "H"],
  "positions_angstrom": [[-0.831, -0.801, -0.225], [0.173, -1.436, 0.372], [-3.120, -0.242, 0.804], [1.412, 1.825, -0.721], [-2.299, -0.176, -0.460], [1.631, 2.806, -0.774], [1.074, -0.882, 0.373], [0.095, -2.470, 0.614], [1.866, 1.376, 0.016]],
  "forces_ev_per_angstrom": [[-0.4, -0.4, 1.1], [-1.8, 1.2, -1.9], [0.9, 0.6, -1.2], [0.2, 1.2, -0.2], [0.0, -1.0, 1.2], [-0.1, -2.2, 0.6], [1.1, 0.2, 0.8], [0.2, -0.7, 0.0], [-0.1, 1.0, -0.4]],
  "de_lowest_ev": 3.603,
  "lumo_energy_ev": [-0.56, -0.56],
  "homo_ev": [-9.21, -9.21]
}

{
  "formula": "C3H10NO",
  "method": "the ωB97M-V functional and the def2-TZVPD basis",
  "species": ["C", "O", "C", "C", "N", "H", "H", "H", "H", "H", "H", "H", "H", "H", "H"],
  "positions_angstrom": [[-0.199, 1.110, 0.210], [0.519, -0.125, 0.010], [-1.654, 0.943, 0.297], [-2.252, 0.101, 1.392], [3.000, -1.462, -1.648], [0.084, 1.721, -0.645], [0.187, 1.543, 1.134], [-0.227, -0.738, 0.044], [-2.315, 1.264, -0.503], [-3.052, 0.669, 1.873], [-2.702, -0.798, 0.974], [-1.483, -0.108, 2.131], [2.582, -0.986, -0.869], [3.909, -1.859, -1.544], [2.322, -1.893, -2.246]],
  "forces_ev_per_angstrom": [[0.8, 0.7, -0.5], [-1.0, -0.5, 0.3], [-0.7, -0.5, 0.1], [0.3, 1.0, -0.5], [-0.4, 0.8, -0.3], [-0.1, 0.4, 0.2], [0.1, 0.2, 0.1], [0.7, -0.6, -0.2], [0.2, 0.1, 0.1], [-0.1, -0.1, 0.1], [0.0, -0.3, 0.2], [-0.1, -0.4, 0.1], [0.1, -0.1, 0.2], [-0.1, -0.3, 0.1], [0.3, -0.3, 0.0]],
  "de_lowest_ev": 0.216,
  "spin_multiplicity": 2,
  "lumo_energy_ev": [0.96, 0.01],
  "homo_ev": [-8.31, -8.99]
}

{
  "formula": "C2H5NO3S",
  "method": "the ωB97M-V functional and the def2-TZVPD basis",
  "species": ["C", "C", "N", "O", "O", "O", "S", "H", "H", "H", "H", "H"],
  "positions_angstrom": [[0.019, -0.105, 0.194], [-0.596, 1.165, -0.258], [-0.771, -1.465, 0.516], [2.476, 0.070, -0.871], [2.069, 0.414, 1.532], [-2.084, -1.387, 0.722], [1.745, -0.555, 0.506], [-1.358, 1.510, 0.550], [-1.226, 1.052, -1.227], [0.189, 1.800, -0.469], [2.075, -0.224, -1.686], [-2.539, -2.276, 0.492]],
  "forces_ev_per_angstrom": [[-4.5, -7.3, 0.7], [-3.5, -1.5, 0.6], [5.0, 4.8, -1.3], [0.0, 0.4, 1.0], [0.8, 0.3, 0.4], [-1.9, -0.2, -1.0], [-1.2, 0.4, -0.7], [1.5, -0.1, -1.3], [1.1, -0.2, 1.6], [1.4, 2.0, -0.1], [-0.4, -0.4, -0.4], [1.7, 1.8, 0.7]],
  "de_lowest_ev": 6.071,
  "lumo_energy_ev": [-0.33, -0.04],
  "homo_ev": [-9.20, -8.97]
}

{
  "formula": "C4H7NO",
  "method": "the ωB97M-V functional and the def2-TZVPD basis",
  "species": ["H", "N", "C", "C", "C", "C", "O", "H", "H", "H", "H", "H", "H"],
  "positions_angstrom": [[0.560, 1.930, -1.641], [-0.398, 2.021, -1.244], [-0.017, 1.029, -0.557], [1.276, 0.118, -0.332], [-0.055, -0.020, 0.414], [-0.897, -1.235, 0.120], [0.031, 0.351, 1.755], [2.104, 0.532, 0.265], [1.578, -0.732, -0.970], [-0.502, -2.079, 0.690], [-1.938, -1.065, 0.418], [-0.894, -1.494, -0.944], [-0.848, 0.642, 2.024]],
  "forces_ev_per_angstrom": [[-0.7, 2.2, -1.6], [1.8, -1.4, 0.4], [1.2, -1.1, 0.2], [-0.7, 0.3, 0.0], [-0.4, -0.7, 0.4], [-0.1, -0.2, 0.1], [-0.3, 0.0, 0.4], [-0.6, 0.0, -0.3], [-0.4, 0.7, 0.1], [-0.1, 0.0, 0.0], [0.1, 0.0, 0.0], [0.1, 0.1, 0.2], [0.1, 0.0, 0.2]],
  "de_lowest_ev": 3.545,
  "lumo_energy_ev": 0.81,
  "homo_ev": -9.32
}